Record 1
{
  "formula": "C2H4O3",
  "method": "ωB97M-V/def2-TZVPD",
  "homo_energy_ha": -0.372,
  "relative_energy_kj_mol": 221.89,
  "gap_ev": 10.81,
  "smiles": "O=COCO",
  "fmax_ev_per_a": 4.1,
  "energy_ha": -304.25718,
  "species": ["O", "C", "O", "C", "O", "H", "H", "H", "H"],
  "coordinates": [[-1.050, 2.428, -0.357], [-0.474, 1.478, -0.017], [-0.987, 0.020, -0.434], [-0.231, -0.947, 0.136], [1.230, -0.452, 0.182], [0.601, 1.010, 0.389], [-0.289, -1.891, -0.417], [-0.415, -1.049, 1.213], [1.614, -0.596, -0.694]]
}

Record 2
{
  "formula": "C18H24CaN6O6Se",
  "method": "ωB97M-V/def2-TZVPD",
  "homo_energy_ha": -0.246,
  "relative_energy_kj_mol": 355.54,
  "gap_ev": 6.50,
  "fmax_ev_per_a": 3.0,
  "energy_ha": -4559.38301,
  "species": ["Ca", "C", "N", "C", "C", "O", "C", "O", "C", "C", "O", "N", "C", "C", "H", "H", "H", "H", "H", "H", "H", "H", "H", "H", "H", "H", "H", "H", "H", "H", "N", "C", "C", "O", "O", "H", "H", "H", "H", "Se", "C", "N", "O", "C", "N", "C", "C", "C", "C", "C", "N", "C", "H", "H", "H", "H"],
  "coordinates": [[-0.841, -0.001, 0.496], [0.171, 2.298, 3.679], [0.946, 2.586, 2.489], [1.098, 3.986, 2.146], [1.079, 1.623, 1.569], [0.858, 0.430, 1.804], [1.704, 2.026, 0.238], [1.695, 0.972, -0.701], [2.607, -0.076, -0.477], [1.848, -1.385, -0.240], [0.627, -1.406, -0.277], [2.563, -2.500, -0.022], [3.989, -2.602, -0.221], [1.865, -3.755, 0.187], [0.615, 2.796, 4.541], [0.168, 1.221, 3.834], [-0.859, 2.637, 3.543], [0.869, 4.589, 3.022], [0.419, 4.279, 1.337], [2.125, 4.192, 1.838], [2.728, 2.399, 0.400], [1.100, 2.824, -0.208], [3.260, 0.138, 0.379], [3.225, -0.181, -1.383], [4.493, -1.666, 0.011], [4.209, -2.876, -1.257], [4.387, -3.383, 0.426], [0.839, -3.547, 0.492], [2.366, -4.320, 0.974], [1.862, -4.351, -0.730], [-3.140, 0.926, -0.349], [-2.662, 2.158, -0.953], [-1.415, 2.635, -0.181], [-0.786, 3.615, -0.582], [-1.137, 1.959, 0.840], [-3.849, 0.498, -0.937], [-3.577, 1.151, 0.544], [-3.401, 2.973, -0.935], [-2.383, 1.983, -1.997], [-3.594, 1.611, 4.975], [-3.076, 0.628, 3.681], [-2.692, -0.045, 2.768], [-1.855, -1.543, 1.350], [-2.738, -1.300, 2.173], [0.113, -0.947, -6.195], [-0.316, -1.252, -5.177], [-0.876, -1.641, -3.937], [-1.376, -2.936, -3.764], [-1.973, -3.249, -2.558], [-2.034, -2.276, -1.566], [-1.547, -1.053, -1.725], [-0.975, -0.738, -2.869], [-1.292, -3.662, -4.561], [-2.381, -4.232, -2.386], [-2.479, -2.479, -0.602], [-0.577, 0.269, -2.949]]
}

Record 3
{
  "formula": "C9H11N2",
  "method": "ωB97M-V/def2-TZVPD",
  "homo_energy_ha": -0.465,
  "relative_energy_kj_mol": 32.73,
  "gap_ev": 9.64,
  "fmax_ev_per_a": 4.6,
  "energy_ha": -458.81790,
  "total_charge": 1,
  "species": ["C", "C", "C", "C", "C", "C", "C", "C", "C", "N", "N", "H", "H", "H", "H", "H", "H", "H", "H", "H", "H", "H"],
  "coordinates": [[2.548, 1.290, -0.590], [3.002, 0.412, 0.381], [1.195, 1.381, -0.888], [2.121, -0.427, 1.048], [0.300, 0.568, -0.215], [0.780, -0.345, 0.730], [-1.448, -0.865, 0.908], [-1.174, 0.545, -0.392], [-1.718, 0.138, -1.739], [-0.245, -1.127, 1.315], [-2.604, -1.368, 1.224], [3.252, 1.913, -1.121], [4.050, 0.383, 0.626], [0.849, 2.091, -1.623], [2.484, -1.125, 1.784], [-1.686, 1.375, 0.089], [-2.474, 0.841, -2.070], [-2.168, -0.850, -1.722], [-0.909, 0.111, -2.464], [-0.001, -1.834, 2.001], [-3.445, -1.008, 0.800], [-2.709, -2.098, 1.918]]
}

Record 4
{
  "formula": "C4H39NO16",
  "method": "ωB97M-V/def2-TZVPD",
  "homo_energy_ha": -0.377,
  "relative_energy_kj_mol": 556.69,
  "gap_ev": 10.32,
  "fmax_ev_per_a": 11.9,
  "energy_ha": -1434.28741,
  "species": ["C", "N", "C", "C", "C", "O", "H", "H", "H", "H", "H", "H", "H", "H", "H", "H", "H", "O", "H", "H", "O", "H", "H", "O", "H", "H", "O", "H", "H", "O", "H", "H", "O", "H", "H", "O", "H", "H", "O", "H", "H", "O", "H", "H", "O", "H", "H", "O", "H", "H", "O", "H", "H", "O", "H", "H", "O", "H", "H", "O"],
  "coordinates": [[1.864, 0.616, -1.514], [1.037, 0.208, -0.440], [-0.376, 0.085, -0.702], [-1.304, 0.728, 0.337], [-1.402, 0.122, 1.771], [1.495, 0.975, -2.648], [2.850, 0.584, -1.158], [1.291, -0.624, 0.167], [-0.686, 0.549, -1.634], [-0.607, -1.005, -0.817], [-0.920, 1.806, 0.305], [-2.269, 1.066, -0.061], [-1.675, 0.875, 2.455], [-0.569, -0.339, 2.242], [-2.188, -0.578, 1.802], [-1.186, 4.513, 1.870], [-1.814, 3.227, 2.269], [-1.060, 3.796, 2.483], [2.329, -0.822, 3.276], [1.810, 0.412, 2.598], [1.513, -0.329, 3.064], [-1.197, -2.849, 1.879], [-2.546, -3.373, 1.795], [-1.961, -3.020, 2.458], [-1.777, -3.560, -3.160], [-2.393, -2.258, -3.098], [-1.675, -2.847, -2.620], [1.417, -3.325, 0.687], [0.901, -4.082, -0.383], [0.760, -3.909, 0.531], [1.740, 4.873, -0.603], [0.478, 4.277, -0.691], [1.041, 4.673, 0.034], [0.782, 2.512, 2.694], [1.069, 2.898, 1.332], [1.476, 2.564, 2.088], [1.107, -3.590, -2.968], [2.036, -4.159, -1.994], [1.203, -3.863, -2.045], [-3.838, 2.142, -2.705], [-2.297, 1.824, -3.037], [-2.996, 2.536, -2.843], [4.321, 0.923, 1.592], [3.125, 1.719, 1.850], [3.541, 0.906, 1.850], [-1.122, 1.894, -4.482], [0.019, 1.323, -3.675], [-0.909, 1.150, -3.977], [0.494, -3.861, 2.929], [0.800, -2.527, 2.813], [1.080, -3.271, 3.330], [-3.584, -2.114, -0.731], [-2.782, -1.066, -1.020], [-3.708, -1.291, -1.061], [2.663, -2.630, 1.802], [3.239, -1.387, 1.168], [2.869, -2.297, 0.888], [-0.071, 2.489, -1.644], [-1.176, 3.427, -2.363], [-0.263, 3.281, -2.287]]
}

Record 5
{
  "formula": "C29H26BrF5MgN2O4SSe2",
  "method": "ωB97M-V/def2-TZVPD",
  "homo_energy_ha": -0.261,
  "gap_ev": 6.63,
  "fmax_ev_per_a": 0.3,
  "energy_ha": -10005.78724,
  "species": ["Mg", "C", "Se", "C", "C", "Se", "C", "H", "H", "H", "H", "H", "H", "H", "H", "H", "H", "F", "C", "C", "F", "C", "F", "C", "S", "C", "F", "C", "F", "O", "C", "C", "C", "C", "N", "C", "C", "C", "C", "C", "C", "O", "C", "C", "N", "H", "H", "H", "H", "H", "H", "H", "H", "H", "H", "H", "H", "Br", "C", "C", "C", "C", "C", "C", "C", "O", "O", "H", "H", "H", "H"],
  "coordinates": [[0.398, -0.986, -0.168], [-0.849, -1.021, 3.972], [-1.773, -1.492, 2.333], [-3.448, -0.576, 2.725], [-4.517, -0.982, 1.724], [-3.985, -0.527, -0.102], [-5.399, -1.516, -0.986], [-0.780, 0.059, 4.093], [0.157, -1.421, 3.868], [-1.345, -1.469, 4.831], [-3.306, 0.508, 2.713], [-3.759, -0.858, 3.732], [-5.455, -0.477, 1.954], [-4.677, -2.060, 1.755], [-5.309, -2.576, -0.763], [-5.273, -1.364, -2.056], [-6.379, -1.147, -0.690], [5.799, -4.242, 1.621], [4.529, -4.082, 1.246], [4.196, -3.141, 0.288], [5.146, -2.386, -0.266], [2.874, -3.002, -0.080], [2.586, -2.067, -1.013], [1.836, -3.750, 0.464], [0.163, -3.484, 0.002], [2.213, -4.692, 1.415], [1.295, -5.463, 2.001], [3.531, -4.861, 1.805], [3.847, -5.773, 2.726], [-2.044, 5.281, -2.106], [-1.651, 5.020, -0.773], [-1.406, 3.547, -0.603], [-1.338, 2.998, 0.671], [-1.057, 1.651, 0.806], [-0.865, 0.851, -0.239], [-0.940, 1.370, -1.467], [-1.208, 2.713, -1.690], [-0.722, 0.401, -2.587], [-1.012, 0.713, -3.907], [-0.812, -0.251, -4.885], [-1.118, 0.019, -6.331], [-1.458, 1.381, -6.497], [-0.332, -1.495, -4.497], [-0.072, -1.729, -3.161], [-0.262, -0.799, -2.227], [-2.138, 6.230, -2.223], [-2.416, 5.340, -0.057], [-0.723, 5.552, -0.528], [-1.497, 3.604, 1.554], [-0.980, 1.172, 1.775], [-1.257, 3.115, -2.689], [-1.398, 1.682, -4.179], [-1.945, -0.632, -6.640], [-0.241, -0.251, -6.929], [-1.591, 1.556, -7.432], [-0.161, -2.283, -5.220], [0.296, -2.680, -2.792], [3.629, -1.355, 3.601], [3.641, 0.486, 3.153], [4.417, 1.320, 3.948], [4.509, 2.669, 3.652], [3.846, 3.189, 2.549], [3.089, 2.352, 1.752], [2.956, 0.995, 2.049], [2.057, 0.190, 1.163], [1.364, -0.747, 1.649], [1.952, 0.499, -0.052], [4.952, 0.903, 4.789], [5.112, 3.311, 4.281], [3.927, 4.241, 2.307], [2.582, 2.720, 0.869]]
}

Record 6
{
  "formula": "H12O6",
  "method": "ωB97M-V/def2-TZVPD",
  "homo_energy_ha": -0.367,
  "relative_energy_kj_mol": 158.68,
  "gap_ev": 9.95,
  "smiles": "O.O.O.O.O.O",
  "fmax_ev_per_a": 2.3,
  "energy_ha": -458.61203,
  "species": ["O", "H", "H", "O", "H", "H", "O", "H", "H", "O", "H", "H", "O", "H", "H", "O", "H", "H"],
  "coordinates": [[2.500, 1.974, 0.040], [2.277, 1.074, 0.301], [2.926, 2.294, 0.814], [-0.188, 2.667, -0.326], [0.604, 2.163, -0.199], [-0.844, 2.190, 0.183], [-1.650, -2.033, -1.772], [-2.106, -2.708, -2.242], [-2.128, -2.146, -0.927], [1.257, -1.127, 2.580], [0.656, -1.673, 3.042], [2.025, -0.954, 3.182], [0.573, -0.591, -0.303], [0.133, -1.248, -0.839], [0.628, -0.995, 0.571], [-2.330, 0.676, -1.588], [-2.193, 0.651, -0.614], [-2.138, -0.215, -1.906]]
}

Record 7
{
  "formula": "C5H8O2",
  "method": "ωB97M-V/def2-TZVPD",
  "homo_energy_ha": -0.378,
  "relative_energy_kj_mol": 216.01,
  "gap_ev": 11.10,
  "smiles": "C#C[C@](C)(O)CO",
  "fmax_ev_per_a": 0.5,
  "energy_ha": -345.72268,
  "species": ["C", "C", "C", "C", "O", "C", "O", "H", "H", "H", "H", "H", "H", "H", "H"],
  "coordinates": [[-1.409, -2.076, -0.017], [-0.849, -1.024, 0.162], [-0.114, 0.263, 0.284], [0.672, 0.339, 1.585], [-1.012, 1.351, 0.286], [0.818, 0.371, -0.941], [0.072, 0.694, -2.099], [-1.909, -3.012, -0.145], [1.139, 1.327, 1.647], [1.445, -0.434, 1.632], [-0.003, 0.221, 2.436], [-1.310, 1.447, -0.633], [1.377, -0.567, -1.067], [1.528, 1.188, -0.789], [-0.443, -0.087, -2.343]]
}

Record 8
{
  "formula": "C3H8ClIO8PS",
  "method": "ωB97M-V/def2-TZVPD",
  "homo_energy_ha": -0.212,
  "gap_ev": 7.75,
  "fmax_ev_per_a": 0.3,
  "energy_ha": -2218.36992,
  "total_charge": -1,
  "species": ["C", "C", "I", "C", "O", "P", "O", "O", "O", "S", "H", "H", "H", "H", "H", "H", "H", "H", "O", "Cl", "O", "O", "O"],
  "coordinates": [[2.452, -0.856, 1.805], [3.175, 0.284, 1.111], [3.714, 1.794, 2.557], [2.427, 0.907, -0.088], [1.135, 0.339, -0.299], [-0.145, 0.966, 0.420], [0.139, 1.534, 1.739], [-0.732, 2.022, -0.616], [-1.174, -0.221, 0.392], [-1.349, -1.355, -0.857], [2.039, -1.536, 1.057], [1.632, -0.491, 2.421], [3.144, -1.414, 2.434], [4.154, -0.047, 0.774], [2.979, 0.694, -1.003], [2.347, 1.989, 0.017], [-0.649, 2.914, -0.268], [-0.229, -2.027, -0.529], [-5.556, -0.809, -3.523], [-5.017, -1.099, -2.214], [-6.065, -1.600, -1.357], [-4.451, 0.105, -1.642], [-3.970, -2.094, -2.331]]
}